C2H6FOP | wB97M-V/def2-TZVPD

Last column: Mulliken charge in e.
Atoms and positions in Å:
H (-0.82251, -1.13620, -1.33688)  0.295
O (-0.77224, -1.27174, 0.66747)  -0.502
H (-0.91727, -0.71622, 1.44360)  0.328
F (-0.56145, 1.64057, 0.44277)  -0.236
H (1.89524, -0.75644, 1.12458)  0.024
H (-0.19586, 1.27033, -1.50558)  0.360
P (2.32870, -0.07876, -0.01522)  0.011
H (-2.15737, -0.28766, -0.50623)  0.281
C (-1.07298, -0.51391, -0.47620)  -0.259
C (-0.30077, 0.76264, -0.55872)  -0.336
H (2.57650, 1.08739, 0.72040)  0.034

Computed properties:
HOMO level (alpha / beta)	-8.6 / -8.5	eV
max |F|	2.2	eV Å⁻¹
DFT total energy	-16221.7185	eV
E_LUMO (alpha / beta)	-0.550 / -0.184	eV
orbital gap (alpha / beta)	0.2959 / 0.3039	Eh
energy above the lowest of the compared OMol25 structures with the same formula, charge and spin	117.5	kcal per mole

C21H9I2IrN6O8Se | wB97M-V/def2-TZVPD

Last column: Mulliken charge in e.
Atoms and positions in Å:
C (-0.90025, -2.57017, 0.80384)  0.986
N (0.27805, -0.65302, 1.65115)  -0.105
C (-1.63885, -3.23022, 3.46501)  -0.122
O (-3.24172, 3.95656, 0.66494)  -0.586
C (4.71273, 0.20315, -0.10762)  0.562
H (-0.68672, -1.38136, 5.29454)  0.229
Se (3.92940, 2.55524, 0.37749)  0.125
C (5.35450, -1.00873, -0.42863)  -0.563
O (-2.79175, 1.93355, 1.23026)  -0.575
H (-3.67029, 4.13744, -1.69608)  0.608
O (-0.13540, -0.05910, -4.21928)  -0.601
C (-0.09494, 0.36030, -3.09089)  0.211
C (-2.42873, 2.55943, -0.97780)  -0.316
C (0.64842, 0.17174, 2.61826)  -0.116
O (0.88305, 0.04226, -2.24901)  -0.635
O (-2.85249, 3.78516, -5.46056)  -0.619
N (-2.88067, 2.82166, 0.40160)  0.929
C (-2.05019, -4.03606, 2.41763)  -0.393
C (-1.69937, -3.73289, 1.11200)  -0.453
H (-2.65369, -4.91097, 2.61570)  0.369
H (2.58725, -2.98987, -0.71424)  0.502
C (-0.84744, -2.04580, 3.24878)  0.613
C (-2.60627, 3.14303, -3.26289)  -0.452
H (1.23792, 1.02660, 2.31151)  0.548
C (3.26760, 0.16973, -0.01118)  0.985
N (-3.19793, 3.98268, -4.31169)  1.038
C (-2.96632, 3.36383, -1.95687)  -0.381
O (-1.02112, 0.80017, -0.28813)  -0.658
C (-0.47715, -1.73503, 1.93863)  0.108
O (-0.58166, -2.27150, -0.35693)  -0.641
C (-1.12150, 1.37459, -2.61677)  0.443
C (0.30502, -0.06177, 3.94773)  -0.990
C (-1.48778, 1.54586, -1.26557)  0.805
H (-1.44740, 1.97065, -4.63216)  0.605
H (0.62788, 0.63374, 4.71024)  0.424
I (-2.31926, -4.91484, -0.45492)  0.179
H (5.03545, -3.09061, -0.90383)  0.372
C (-1.70515, 2.14720, -3.59824)  -0.627
N (2.62352, 1.28817, 0.24827)  -0.529
N (2.54606, -0.96946, -0.19180)  -0.350
Ir (0.64385, -0.26126, -0.33051)  1.480
C (4.57012, -2.15072, -0.63914)  -0.650
C (3.19959, -2.11683, -0.53119)  -0.400
H (6.43134, -1.03392, -0.52964)  0.438
N (5.26512, 1.39448, 0.09556)  -0.849
I (-2.20453, -3.79447, 5.37647)  0.172
O (-4.01121, 4.82351, -3.97014)  -0.626
C (-0.42709, -1.17217, 4.26609)  -0.493

Computed properties:
HOMO level (alpha / beta)	-6.4 / -8.8	eV
max |F|	0.9	eV Å⁻¹
DFT total energy	-131621.9765	eV
E_LUMO (alpha / beta)	-1.866 / -3.842	eV
orbital gap (alpha / beta)	0.1678 / 0.1823	Eh
energy above the lowest of the compared OMol25 structures with the same formula, charge and spin	0.0	kcal per mole
spin multiplicity	5
expectation value of S²	6.086

C9H14O | wB97M-V/def2-TZVPD

Last column: Mulliken charge in e.
Atoms and positions in Å:
H (1.27124, 1.49118, -1.14435)  0.262
H (2.95138, 2.46943, 1.56808)  0.312
H (1.72741, -2.43705, 1.85993)  0.412
O (0.50880, -2.92820, -0.46593)  -0.525
C (1.56019, -1.60492, 1.19467)  -0.370
H (0.19070, -0.71316, -1.82888)  0.591
C (1.96865, -0.30517, 1.67461)  -0.697
C (0.70504, -0.60308, -0.87122)  -0.510
H (-3.52977, 1.59832, -1.28171)  0.303
C (1.29837, 0.57674, -0.54044)  -0.799
C (1.80907, 0.72999, 0.77848)  0.859
C (1.01449, -1.71109, -0.05335)  0.452
H (-3.35965, -1.23073, -0.36556)  0.353
H (1.44142, 2.58299, 2.11799)  0.320
H (1.67805, 2.90617, 0.45275)  0.288
H (-2.30393, 0.71836, -2.30061)  0.299
H (-1.69846, -0.59490, -0.33685)  -0.064
C (1.92416, 2.16176, 1.23604)  -1.355
C (-2.74868, -0.31228, -0.46706)  -0.555
H (2.37127, -0.07553, 2.64563)  0.434
C (-3.09904, 0.64889, -1.55173)  -0.896
H (-3.03509, 0.07900, 0.52067)  0.296
H (-3.83643, 0.15456, -2.24363)  0.263
H (1.19081, -3.60127, -0.59754)  0.326

Computed properties:
HOMO level	-8.5	eV
max |F|	3.2	eV Å⁻¹
structure (SMILES)	Cc1ccc(O)cc1.CC
DFT total energy	-11606.1998	eV
E_LUMO	0.923	eV
orbital gap	0.3479	Eh
energy above the lowest of the compared OMol25 structures with the same formula, charge and spin	33.1	kcal per mole

C51H63BN6O5PS2SnTe | wB97M-V/def2-TZVPD

Last column: Mulliken charge in e.
Atoms and positions in Å:
H (3.07603, -5.59000, -0.06024)  -0.195
C (3.42918, 3.82295, -2.67172)  1.025
H (-1.64249, -4.94864, -0.22968)  0.242
C (2.84229, 3.92996, -4.05592)  -1.340
O (-1.43850, -4.02083, -0.06440)  -0.765
C (1.16207, -0.00697, -5.75183)  -1.197
H (0.04539, 2.14893, 7.26524)  0.402
C (-3.34519, 5.32124, -2.94065)  -0.543
C (-0.98278, -0.30001, 5.16038)  0.201
C (0.76228, -3.58655, -1.73391)  -1.372
O (0.26296, -0.06793, 1.29620)  0.757
H (-4.87586, 3.95001, 2.18153)  0.405
H (-4.04546, -1.99998, -1.41094)  0.357
N (0.10788, -3.97558, -2.85555)  0.363
N (-1.02656, 0.90216, -1.55783)  0.046
P (-1.90363, -0.69580, 3.62074)  1.617
N (-3.45128, -2.84203, 2.16222)  0.240
H (-0.10279, -5.85911, -3.86900)  0.521
H (-3.10663, -0.98050, 6.31394)  0.456
H (-3.64036, 6.30307, -3.28734)  0.422
H (-4.65705, -0.13606, -0.52539)  0.444
C (1.96466, -2.98934, 1.90343)  -0.020
C (-3.85871, 4.18529, -3.55064)  -0.761
C (2.76713, 3.15084, -1.63958)  -0.822
H (4.50125, -3.44157, -0.04169)  0.575
H (0.25567, -0.86602, 1.86581)  -0.379
H (3.20718, 1.44650, 1.00800)  0.232
C (2.33798, -0.73807, -5.64363)  0.624
C (-0.05477, 1.15692, 6.84248)  -0.633
H (1.91307, -2.14572, -7.21417)  0.404
C (-3.18163, -1.80710, 4.34012)  -0.648
O (-5.10449, -0.92635, -0.17588)  -0.755
C (3.99650, -2.10213, 1.61802)  -0.651
H (4.33769, 1.12676, -2.33712)  0.367
H (3.31038, -1.11396, -7.51494)  0.340
C (3.82291, -3.08222, 0.71168)  -0.689
H (-4.83320, -0.04611, 3.71591)  0.367
H (1.18344, 0.23313, 8.32958)  0.384
H (1.63100, 2.14482, 0.58527)  -0.352
H (6.92924, 5.56971, -1.71598)  0.359
H (-0.42513, -2.36560, 5.33130)  0.369
H (1.81617, 4.30098, -4.01277)  0.184
H (7.34889, 4.14829, -0.75474)  0.309
H (1.30596, -5.48572, 0.88403)  -0.032
H (-3.76499, -3.67638, 1.69314)  0.292
H (-1.34578, 1.81550, 5.26664)  0.396
H (-1.29325, 1.27885, -4.22140)  0.049
C (-2.90558, 0.80673, 3.30403)  0.332
C (-4.99926, 1.95625, 2.96492)  -0.673
C (2.64816, -1.19953, 3.52898)  -0.709
C (-0.31962, -1.37526, 5.76041)  -0.556
C (-2.24616, 1.41037, -1.57585)  0.122
C (-3.79654, -2.75657, 3.50295)  0.639
H (0.54651, -0.12104, -6.63827)  0.361
H (-1.15362, 1.91185, 2.74317)  0.473
C (4.56617, 3.68585, -0.14040)  -0.911
N (1.37310, -4.65772, -1.20396)  1.228
C (2.77222, -1.66777, -6.74265)  -1.807
C (-0.54475, 1.61411, -4.94040)  -1.555
H (-0.91300, -3.61467, -4.62153)  0.349
C (-0.74740, -3.13204, -3.66034)  -0.881
C (0.31612, -5.32116, -3.03760)  -0.633
C (3.59721, 0.32911, -2.24700)  -1.249
C (-4.32537, 3.07363, 2.49815)  -0.691
H (-2.47707, -2.65164, 1.97212)  -0.785
H (-4.55996, 4.28018, -4.36974)  0.429
H (4.12097, -0.61597, -2.11394)  0.540
C (0.58512, 0.08313, 7.43993)  -0.583
H (4.83662, -1.45736, 1.80765)  0.544
H (2.82455, 2.95598, -4.54882)  0.224
N (2.57276, -3.63376, 0.88618)  0.052
C (0.44462, -1.18899, 6.89992)  -0.528
C (-2.93868, 3.06273, 2.43248)  -0.609
C (6.60719, 4.93799, -0.88967)  -1.640
C (-0.83803, 0.96930, 5.71018)  -0.370
H (1.75293, -1.52164, 4.05144)  0.106
H (-4.90258, -2.40793, 7.20581)  0.418
C (-2.58263, 2.79118, -2.05507)  -0.099
C (5.25375, 4.33699, -1.15483)  0.747
C (-4.59823, -2.50687, 6.17208)  -0.942
C (-2.23557, 1.93466, 2.82226)  -0.468
N (2.83530, -2.04192, 2.36955)  0.339
H (4.01816, -1.14703, -4.38649)  0.438
H (2.71768, 2.99341, 1.69227)  0.671
C (2.67323, 2.37754, 0.79325)  -1.484
H (-1.41859, 3.83239, -0.58864)  0.782
C (1.51742, 0.98310, -3.58429)  0.893
Te (0.74124, 2.27531, -2.08080)  0.564
O (-3.23373, 0.67872, -1.24884)  -0.812
C (0.74269, 0.85773, -4.74955)  0.688
S (0.39613, -3.22724, 2.50541)  -0.322
H (6.59419, 5.53508, 0.02259)  0.384
H (-0.40041, 2.68507, -4.78513)  0.250
H (-5.31655, -4.26319, 3.36740)  0.402
H (-5.00453, -0.87759, 0.78134)  0.314
H (3.42846, 4.61045, -4.67258)  0.465
H (5.00148, 3.63534, 0.85291)  0.462
C (-3.58825, -1.70405, 5.66865)  0.037
O (-3.32760, -1.95480, -2.07324)  -0.432
Sn (-1.43909, -1.07327, -0.40585)  2.724
H (-2.40676, 3.93299, 2.06783)  0.426
H (3.43826, -2.44049, -6.35998)  0.400
C (2.71481, 0.26576, -3.46228)  1.306
H (-3.40363, -1.04547, -2.40550)  0.249
H (2.53056, -0.15179, 3.24764)  0.120
H (-0.93962, 1.45972, -5.94397)  0.513
H (-6.01339, -4.05348, 5.72110)  0.381
H (-1.70397, -2.97597, -3.15995)  0.287
H (3.00155, 0.51612, -1.35624)  -0.429
C (3.32766, 3.09186, -0.36411)  1.663
H (-2.08226, 6.07646, -1.38376)  0.459
C (-4.29724, 0.82559, 3.36210)  -0.745
C (-5.21847, -3.42612, 5.33817)  -0.638
C (4.66653, 4.40312, -2.41072)  -0.981
H (5.18114, 4.92679, -3.20949)  0.326
C (-2.46495, 5.19216, -1.87728)  -1.171
H (-6.08100, 1.96224, 3.01470)  0.407
H (3.50252, -1.29798, 4.19862)  0.473
S (0.87640, -1.94744, -1.24651)  -0.182
H (-0.76600, -4.01690, 0.65388)  -0.178
H (-3.91252, 2.04406, -3.56289)  0.433
C (-4.82551, -3.54988, 4.01988)  -0.658
H (-0.26476, -2.17036, -3.81563)  0.242
C (-3.48871, 2.92758, -3.10233)  -0.509
H (1.49780, -6.70668, -1.79366)  0.479
C (-2.08039, 3.93347, -1.44035)  0.389
C (3.10162, -0.57736, -4.49935)  -0.965
B (2.10143, -4.92494, 0.18136)  -0.201
C (1.10362, -5.73164, -2.01853)  -0.806
H (0.93959, -2.03461, 7.36091)  0.426
H (1.05788, -0.13157, 0.74701)  -0.352

Computed properties:
HOMO level (alpha / beta)	-7.3 / -7.3	eV
max |F|	0.7	eV Å⁻¹
DFT total energy	-117851.6364	eV
E_LUMO (alpha / beta)	0.371 / -1.334	eV
orbital gap (alpha / beta)	0.2807 / 0.2180	Eh
spin multiplicity	2
expectation value of S²	0.760

C17H14BrClHfO2 | wB97M-V/def2-TZVPD

Last column: Mulliken charge in e.
Atoms and positions in Å:
H (0.81700, -2.71445, 3.84749)  0.412
Cl (0.98537, -0.04516, 7.91737)  -0.191
O (0.75618, 0.33027, 1.34336)  -0.723
Br (0.77861, -1.26044, -2.05843)  -0.242
Hf (-0.19244, 0.32479, -0.43885)  0.963
C (0.86146, -1.73506, 4.32152)  -0.369
C (0.82300, 0.86181, 5.39506)  -0.592
C (0.92704, -1.56429, 5.70528)  -0.557
C (-2.07175, -0.48721, -1.44859)  -0.347
C (0.78509, 0.68056, 4.00898)  -0.450
H (-2.32109, 1.62355, -2.24318)  0.540
H (-2.52743, 0.01603, 1.85957)  0.461
H (2.44331, -1.21231, -4.90059)  0.552
O (0.03675, -1.80319, 1.55970)  -0.609
C (0.80627, -0.61875, 3.49536)  0.378
H (3.08056, 1.37522, -4.49967)  0.402
C (0.54860, -0.40760, -5.78282)  -0.450
C (-2.22335, 0.94904, -1.38387)  -0.784
H (0.71219, 1.84967, 5.84993)  0.375
H (-2.77779, 2.26168, 0.38267)  0.452
C (2.15196, 1.01002, -4.92682)  -0.483
H (-1.99604, -2.03441, 0.19147)  0.361
H (0.04556, -1.30727, -6.12367)  0.385
C (1.82093, -0.35796, -5.14337)  -0.738
H (1.04660, 2.89339, -5.44075)  0.420
C (-2.44900, 1.29972, 0.00451)  -0.285
C (0.08912, 0.92998, -5.95476)  -0.537
H (0.91601, -2.41270, 6.38535)  0.397
C (-2.27191, 0.11832, 0.79324)  -0.232
H (-0.83411, 1.22773, -6.44533)  0.407
H (0.70391, 1.53201, 3.32608)  0.384
H (-2.05763, -1.10284, -2.34715)  0.519
C (1.08190, 1.80745, -5.42530)  -0.558
C (0.98034, -0.25795, 6.22479)  0.361
C (-2.02605, -0.98656, -0.09871)  -0.518
C (0.55082, -0.78307, 2.05014)  0.899

Computed properties:
HOMO level (alpha / beta)	-5.5 / -5.5	eV
max |F|	3.4	eV Å⁻¹
DFT total energy	-105820.7732	eV
E_LUMO (alpha / beta)	-2.353 / -2.410	eV
orbital gap (alpha / beta)	0.1148 / 0.1123	Eh
energy above the lowest of the compared OMol25 structures with the same formula, charge and spin	90.9	kcal per mole

C11H15AuNO12P2S | wB97M-V/def2-TZVPD

Last column: Mulliken charge in e.
Atoms and positions in Å:
H (5.17923, -2.21307, -1.02721)  0.291
H (-1.70543, 3.92529, -0.07877)  0.371
H (-1.96486, 0.60048, 3.75217)  0.285
O (0.00509, -3.03454, -1.42342)  -0.629
C (-4.59638, -2.06350, 0.38530)  -0.826
C (-3.81104, -0.92995, 0.32967)  -0.055
C (-4.07992, -3.29063, -0.00992)  0.381
H (-5.61897, -2.03070, 0.73562)  0.498
H (4.43527, 1.97060, -1.10284)  0.338
P (0.16577, 3.12284, 0.64679)  1.038
C (-2.02600, -2.18751, -0.51618)  0.901
C (-2.76258, -3.34152, -0.46961)  -0.437
H (3.38713, 0.10204, -2.27940)  0.561
O (1.48467, 3.66925, 0.92235)  -0.697
O (-0.83424, 4.26998, 0.15728)  -0.544
N (-2.55502, -1.01233, -0.11594)  -0.131
C (2.82267, 0.55240, -1.45878)  -0.168
O (-0.16647, -0.83654, -1.10086)  -0.631
O (-1.90590, 0.60974, 2.79039)  -0.396
H (6.48919, -1.19472, -0.42619)  0.373
O (0.04463, 1.97577, -0.41145)  -0.427
H (3.03661, 2.15361, -0.01922)  0.417
C (-4.95473, -4.57366, 0.05354)  0.434
O (-0.54430, 2.54861, 1.99860)  -0.225
H (4.58170, -1.21343, 1.21496)  0.390
C (3.34698, 1.91558, -1.03713)  -1.537
C (4.54484, -0.61911, 0.29986)  -0.467
C (5.45545, -1.18863, -0.77395)  -1.093
O (-2.92577, 2.96959, 2.92496)  -0.703
H (-4.14513, 0.05029, 0.63850)  0.541
O (-6.10181, -4.37630, 0.48817)  -0.722
H (2.93478, 2.69304, -1.68099)  0.366
H (1.78464, 0.60231, -1.77866)  0.181
O (2.07148, -0.09251, 1.02557)  -0.603
S (2.78992, -0.68486, -0.13947)  0.359
H (4.79481, 0.40708, 0.57084)  0.287
O (-4.37626, -5.59666, -0.34388)  -0.707
Au (-1.26530, 0.50305, -0.21982)  0.856
P (-2.06668, 2.06883, 2.16668)  0.973
H (5.42105, -0.59489, -1.68817)  0.283
O (-2.48742, 1.78491, 0.68345)  -0.673
C (-0.62723, -2.08793, -1.05108)  -0.028
H (-2.34990, -4.28907, -0.78819)  0.578

Computed properties:
HOMO level	-6.2	eV
max |F|	0.7	eV Å⁻¹
DFT total energy	-70824.3932	eV
charge	-1
E_LUMO	0.869	eV
orbital gap	0.2600	Eh
energy above the lowest of the compared OMol25 structures with the same formula, charge and spin	9.9	kcal per mole